One molecule with the formula C21H30N4O5S. Source: OMol25; level of theory: ωB97M-V/def2-TZVPD.

Values from the calculation:
SMILES string: Cn1c(=O)c2cc(S(=O)(=O)NCCC(=O)NC3CCCCCCC3)ccc2n(C)c1=O
Orbital gap in eV: 9.077
E_LUMO in eV: -0.239
Strongest force on any atom in Eh/bohr: 0.01757

Each line ends with the natural charge from an NBO analysis.
Element x y z (Å)
S (1.65291, -1.36591, 2.11845)  2.3145
O (2.56093, -2.12873, 2.91497)  -0.9308
O (0.72141, -3.11646, -5.58809)  -0.6124
O (-0.06534, 0.24942, -2.66488)  -0.5948
O (-2.17767, 0.56574, 4.56242)  -0.6407
O (1.84545, 0.06218, 2.04354)  -0.9633
N (-0.55926, 1.20810, 3.12144)  -0.6468
N (0.34011, -1.43605, -4.12957)  -0.4526
N (1.32043, -3.46362, -3.42708)  -0.4154
N (0.09345, -1.73541, 2.60166)  -0.8569
C (0.37134, -0.86134, -2.87298)  0.6710
C (-1.03356, 0.49515, 4.15850)  0.6700
C (1.41828, -3.00478, -2.13751)  0.2227
C (0.96450, -1.71089, -1.83619)  -0.1444
C (-1.37341, 2.11458, 2.32529)  -0.0595
C (0.14685, 4.03241, -0.25891)  -0.3887
C (-1.77443, 1.38595, 1.03732)  -0.4004
C (1.06638, -1.21733, -0.53877)  -0.1253
C (2.04181, -3.28656, 0.17637)  -0.1196
C (-2.79399, 2.09178, 0.14699)  -0.3962
C (1.78501, -4.79184, -3.77631)  -0.4244
C (-0.93076, 3.36147, -1.11503)  -0.4062
C (-2.34074, 3.39772, -0.51183)  -0.4054
C (0.51459, 3.37696, 1.07536)  -0.4037
C (1.59807, -2.00250, 0.45419)  -0.3658
C (-0.59230, 3.42007, 2.13783)  -0.4150
C (-0.11636, -1.82424, 4.03638)  -0.2234
C (-0.21860, -0.66780, -5.23021)  -0.4182
C (1.96139, -3.78627, -1.10607)  -0.2695
C (-0.01014, -0.47045, 4.75253)  -0.5136
C (0.79160, -2.69994, -4.45514)  0.8002
H (0.73840, -0.21070, -0.33497)  0.2590
H (-3.06022, 3.61377, -1.30584)  0.2079
H (2.31947, -4.78169, -1.30633)  0.2312
H (-0.23434, -0.61188, 5.80975)  0.2404
H (2.45842, -3.87120, 0.98077)  0.2463
H (0.85189, 2.35243, 0.91347)  0.1976
H (-0.95031, 3.90374, -2.06393)  0.2063
H (1.23026, -5.54865, -3.22137)  0.2050
H (-0.55769, -1.09458, 2.16702)  0.4027
H (-1.28434, 4.22981, 1.91286)  0.2072
H (1.00187, -0.08014, 4.64008)  0.2185
H (-1.10490, -2.25978, 4.20242)  0.2195
H (-2.21577, 0.42970, 1.33905)  0.2058
H (2.85183, -4.88906, -3.57395)  0.2051
H (1.05885, 4.08083, -0.86055)  0.2047
H (-0.14758, 3.65099, 3.10926)  0.2175
H (-2.41113, 4.22164, 0.19762)  0.1915
H (-3.70000, 2.28601, 0.72593)  0.2040
H (1.37794, 3.92433, 1.46203)  0.2114
H (0.39609, 1.07238, 2.81060)  0.4295
H (-0.64656, 2.33666, -1.35332)  0.2149
H (-0.16220, 5.06312, -0.06094)  0.1886
H (1.60846, -4.92679, -4.84226)  0.2637
H (-0.87994, 1.16485, 0.45557)  0.1923
H (-0.53097, 0.29543, -4.83463)  0.2449
H (-1.06877, -1.19922, -5.65625)  0.2174
H (0.64967, -2.50672, 4.40833)  0.2278
H (-2.27408, 2.31166, 2.91834)  0.2312
H (0.53450, -0.53606, -6.00614)  0.2179
H (-3.05679, 1.38774, -0.64729)  0.2044

Atoms 1-6, force components in eV/Å:
S -0.703 -0.175 -0.524
O -0.033 -0.303 0.082
O -0.070 0.050 -0.234
O -0.004 0.095 0.102
O -0.447 -0.114 0.146
O 0.053 -0.039 -0.241